{"formula": "C49H55AsN7O3RhTe", "method": "wB97M-V/def2-TZVPD", "homo_ev": [-8.97, -8.96], "charge": 1, "multiplicity": 2, "gap_ev": [4.74, 4.52], "symbols": ["Rh", "C", "O", "C", "C", "C", "C", "C", "C", "N", "N", "C", "C", "C", "C", "O", "C", "N", "C", "C", "C", "C", "H", "H", "H", "H", "H", "H", "H", "H", "H", "H", "H", "H", "C", "C", "O", "N", "Te", "C", "C", "C", "C", "C", "C", "C", "C", "C", "C", "C", "C", "C", "C", "C", "C", "C", "C", "H", "H", "H", "H", "H", "H", "H", "H", "H", "H", "H", "H", "H", "H", "H", "H", "H", "H", "H", "H", "H", "H", "H", "H", "H", "C", "As", "C", "C", "C", "C", "C", "C", "C", "C", "H", "H", "H", "H", "H", "H", "H", "H", "H", "H", "H", "H", "H", "N", "C", "C", "N", "C", "C", "N", "H", "H", "H", "H", "H"], "positions_angstrom": [[0.328, 1.132, -0.174], [1.077, 8.273, 1.553], [0.227, 8.833, 0.567], [-0.931, 8.186, 0.291], [-1.741, 8.766, -0.679], [-2.937, 8.172, -1.032], [-3.327, 6.964, -0.466], [-2.534, 6.408, 0.530], [-1.344, 7.010, 0.916], [-4.537, 6.387, -0.982], [-4.864, 5.205, -0.751], [-3.990, 4.086, -0.701], [-4.524, 2.978, -0.106], [-3.748, 1.857, 0.258], [-2.402, 1.829, 0.007], [-1.606, 0.844, 0.378], [-1.859, 2.916, -0.758], [-0.542, 2.790, -1.098], [0.011, 3.696, -1.873], [-0.720, 4.764, -2.411], [-2.031, 4.916, -2.068], [-2.639, 4.006, -1.170], [1.962, 8.901, 1.580], [1.367, 7.251, 1.294], [0.600, 8.278, 2.536], [-1.413, 9.691, -1.137], [-3.580, 8.623, -1.779], [-2.857, 5.501, 1.026], [-0.753, 6.561, 1.702], [-5.581, 3.011, 0.132], [-4.203, 1.011, 0.757], [1.063, 3.574, -2.099], [-0.239, 5.457, -3.088], [-2.605, 5.716, -2.509], [2.272, -0.610, 3.031], [1.483, 0.153, 2.010], [1.233, 1.338, 2.158], [0.984, -0.460, 0.824], [2.328, -1.975, 0.008], [3.518, -2.551, -1.691], [4.876, -2.745, -1.400], [5.504, -2.459, -0.053], [5.690, -3.270, -2.402], [5.210, -3.553, -3.670], [6.102, -4.140, -4.731], [3.878, -3.260, -3.950], [3.015, -2.750, -2.988], [1.591, -2.470, -3.387], [0.799, -3.400, -0.260], [-0.476, -3.094, -0.738], [-0.887, -1.778, -1.339], [-1.440, -4.104, -0.731], [-1.170, -5.382, -0.278], [-2.229, -6.451, -0.276], [0.123, -5.664, 0.159], [1.119, -4.702, 0.174], [2.502, -5.104, 0.630], [2.125, -0.157, 4.009], [3.334, -0.541, 2.782], [1.991, -1.661, 3.049], [5.113, -1.552, 0.404], [6.580, -2.337, -0.163], [5.329, -3.285, 0.641], [6.731, -3.469, -2.171], [7.074, -4.415, -4.325], [6.260, -3.426, -5.542], [5.646, -5.030, -5.166], [3.494, -3.445, -4.949], [1.512, -2.360, -4.469], [1.219, -1.563, -2.917], [0.935, -3.287, -3.085], [-0.130, -1.011, -1.204], [-1.803, -1.411, -0.880], [-1.072, -1.900, -2.408], [-2.429, -3.872, -1.113], [-3.198, -6.049, -0.568], [-2.324, -6.902, 0.713], [-1.970, -7.250, -0.974], [0.363, -6.666, 0.497], [2.488, -6.106, 1.054], [2.894, -4.421, 1.385], [3.203, -5.102, -0.209], [-1.035, -2.748, 3.431], [-1.502, -1.331, 2.156], [-1.951, 0.041, 3.467], [-3.285, -1.982, 1.597], [-4.266, -2.141, 2.721], [-5.062, -1.077, 3.139], [-6.012, -1.245, 4.137], [-6.185, -2.487, 4.734], [-5.401, -3.556, 4.326], [-4.446, -3.381, 3.333], [-1.905, -3.001, 4.040], [-0.243, -2.395, 4.093], [-0.695, -3.641, 2.904], [-2.572, -0.365, 4.265], [-2.467, 0.865, 2.976], [-1.021, 0.425, 3.890], [-3.093, -2.937, 1.112], [-3.635, -1.268, 0.850], [-4.949, -0.106, 2.669], [-6.630, -0.408, 4.436], [-6.933, -2.622, 5.505], [-5.544, -4.533, 4.769], [-3.842, -4.223, 3.012], [4.280, 0.489, -3.679], [3.907, 1.028, -2.494], [2.590, 0.902, -2.015], [2.223, 1.458, -0.869], [3.135, 2.153, -0.172], [4.422, 2.269, -0.664], [4.818, 1.712, -1.804], [3.712, -0.205, -4.131], [5.254, 0.544, -3.927], [1.830, 0.391, -2.591], [2.817, 2.598, 0.758], [5.167, 2.831, -0.114]]}